Entry from the Open Molecules 2025 dataset: a 6-piece molecular cluster, H12O6 overall (wB97M-V/def2-TZVPD).

The LUMO energy comes out at 0.17 eV. The SMILES is O.O.O.O.O.O. The value obtained for the energy relative to the best compared isomer or geometry (same formula, charge and spin) is 1.212 eV. The HOMO energy is -10.43 eV. Its multiplicity is 1. The electronic energy is -458.62792 hartree.

The geometry in XYZ format:
```
18
Properties=species:S:1:pos:R:3:forces:R:3:nbo_charge:R:1
H -3.3756 2.4001 -1.0417 -0.139 0.120 -0.170 0.47
O -2.9489 1.9158 -0.3348 -0.136 -0.211 0.118 -0.94
H -2.0522 2.2505 -0.3217 0.304 0.046 0.048 0.47
H 3.0320 -0.2237 -1.9943 0.122 -0.169 -0.072 0.46
H -1.8709 -1.6321 -2.3996 -0.098 0.162 -0.236 0.48
O 0.4706 0.0767 -0.2935 0.156 -0.114 0.055 -0.99
H -0.1153 0.0320 2.6116 0.132 -0.229 0.184 0.47
O 2.8816 0.6066 -1.5423 0.500 0.239 -0.303 -0.96
H 2.0405 -1.5498 2.0693 0.021 -0.154 0.205 0.45
H -0.5929 1.3784 3.1126 -0.062 0.260 0.111 0.49
H 1.9675 0.5648 -1.2615 -0.388 0.020 0.274 0.49
H -0.0868 -0.5983 -0.6808 -0.404 -0.444 -0.562 0.50
O 2.5228 -1.3306 1.2721 0.339 -0.281 0.331 -0.95
H -0.0021 0.3580 0.4898 -0.171 0.558 0.390 0.50
H -1.9394 -2.2265 -1.0090 -0.198 -0.132 0.205 0.48
O -0.4785 0.8656 2.3125 -0.073 -0.118 -0.232 -0.95
H 1.8676 -0.9377 0.6956 -0.258 0.400 -0.500 0.49
O -1.3200 -1.9500 -1.6843 0.353 0.048 0.154 -0.95
```
Positions in Å, forces in eV/Å.